Entry from OMol25: a gas-phase ion, C4H9NP (charge +1) (the ωB97M-V functional and the def2-TZVPD basis).

The frontier orbital gap comes out at 9.359 eV. The molecular weight is 102.1 u. The HOMO energy comes out at -13.30 eV. For the energy relative to the best compared isomer or geometry (same formula, charge and spin), the calculation gives 96.8 kJ/mol. The value obtained for the LUMO energy is -3.94 eV. The total energy comes out at -15064.5585 eV.

The geometry in ORCA input format:
```
! RIJCOSX wB97M-V def2-TZVPD def2/J DEFGRID3
* xyz 1 1
C 0.76253 1.71022 0.51870
C 1.44415 0.44564 0.87570
C 0.71395 -0.66234 0.14367
C -0.82908 -0.10975 -0.06282
N -1.58066 -0.79441 -1.16392
P -0.79539 1.82653 -0.09049
H 1.39398 2.56370 0.68444
H 2.47945 0.48556 0.82179
H 1.15177 0.25097 1.88887
H 1.20675 -0.78486 -0.81635
H 0.68122 -1.60084 0.67424
H -1.26126 -0.47888 0.87560
H -2.61522 -0.74217 -0.98608
H -1.25189 -1.85239 -1.32292
H -1.50030 -0.25697 -2.04042
*
```



Entry from OMol25: a molecular structure, C23H35ClN2O3V (the ωB97M-V functional and the def2-TZVPD basis).

As for the expectation value of S²: 2.364. The frontier orbital gap (alpha / beta) comes out at 4.794 / 3.830 eV. The molecular weight is 473.9 u. The HOMO energy (alpha / beta) comes out at -1.95 / -0.99 eV. For the energy relative to the best compared isomer or geometry (same formula, charge and spin), the calculation gives 16.5 kJ/mol. The value obtained for the LUMO energy (alpha / beta) is 2.84 / 2.84 eV. The total energy comes out at -71749.5109 eV.

The geometry in ORCA input format:
```
! RIJCOSX wB97M-V def2-TZVPD def2/J DEFGRID3
* xyz -1 3
V 0.79060 0.98717 0.18422
Cl 2.71278 2.24293 0.92340
N 1.60275 -1.01725 0.33669
N -1.14255 1.72930 0.05327
C 2.59197 -1.28552 -0.50424
C -1.57340 2.34355 -1.02819
C 1.30659 -2.32812 0.99984
C 2.67244 -2.98697 0.94199
C 0.35662 -3.19864 0.18567
C 0.80186 -2.16216 2.40117
H 0.72770 -3.37822 -0.83304
H -0.63915 -2.74770 0.15056
H 0.27157 -4.17970 0.67272
H 1.45400 -1.48222 2.95238
H 0.81219 -3.14143 2.89887
H -0.22260 -1.77991 2.40927
C -2.27886 1.59901 0.99609
C -3.39156 2.33734 0.29484
C -1.86149 2.25088 2.27584
C -2.63534 0.14771 1.22373
H -2.85881 -0.34674 0.27056
H -3.53738 0.09725 1.84617
H -1.81239 -0.34427 1.75187
H -1.58983 3.29387 2.08857
H -0.95412 1.65726 2.66097
H -2.67748 2.18852 2.99645
O -2.83305 2.72449 -1.01330
H -3.70649 3.25111 0.80403
H -4.28745 1.75369 0.07488
O 3.27023 -2.39461 -0.26530
H 2.67890 -4.06875 0.80234
H 3.30585 -2.72706 1.79946
C 2.91354 -0.52740 -1.73942
C -0.76946 2.57883 -2.25025
C -0.25731 1.23365 -2.61584
H 0.02859 3.28245 -1.93990
H -1.40209 3.04889 -3.02023
C 0.77169 0.69381 -1.84291
C 1.58217 -0.30744 -2.37308
H 1.43749 1.82689 1.51128
C 1.04732 -1.12421 -3.38801
C -0.19650 -0.77910 -3.93987
C 1.73714 -2.40155 -3.75446
C -0.82520 0.43097 -3.61421
H -0.67848 -1.46103 -4.64929
C -2.14100 0.83411 -4.20357
H -2.46771 0.06254 -4.90909
H -2.08646 1.79990 -4.72408
H -2.89667 0.94304 -3.41381
H 2.78379 -2.25088 -4.05961
H 1.18514 -2.88037 -4.57634
H 1.75274 -3.08916 -2.89537
H 3.62582 -1.10692 -2.35012
H 3.40217 0.40654 -1.39662
C -0.10129 0.08782 5.07245
C 0.69450 0.94395 4.09312
C 2.17880 0.73455 4.22590
O 0.27508 0.81829 2.75840
H 0.07312 -0.98272 4.88105
H -1.17457 0.29067 5.02282
H 0.22695 0.30337 6.09631
H 0.49618 1.98889 4.38869
H 2.43211 -0.32937 4.19293
H 2.70745 1.26563 3.43256
H 2.47441 1.13307 5.19725
*
```



Entry from OMol25: 5 unconnected molecules or ions with the total composition H9O4S (the ωB97M-V functional and the def2-TZVPD basis).

The frontier orbital gap comes out at 7.148 eV. The molecular weight is 105.1 u. The HOMO energy comes out at -4.04 eV. For the energy relative to the best compared isomer or geometry (same formula, charge and spin), the calculation gives 129.4 kJ/mol. The value obtained for the LUMO energy is 3.11 eV. The total energy comes out at -19172.7689 eV.

The geometry in ORCA input format:
```
! RIJCOSX wB97M-V def2-TZVPD def2/J DEFGRID3
* xyz -1 1
S 0.48743 -0.91585 1.12055
H 0.32802 -0.96882 -0.22947
H 2.13121 -0.50444 2.44046
H 2.22224 0.32044 3.52642
O 2.88029 -0.17440 3.00501
H -0.49080 3.36223 -3.36782
H -1.00648 2.21837 -4.26946
O -1.24220 3.08039 -3.91048
H -0.31071 -2.86617 0.76985
H 0.05827 -4.53021 0.46572
O -0.58612 -3.82597 0.46575
H -0.84117 1.99804 -0.13894
H -1.83045 0.93906 0.19418
O -1.79952 1.86733 -0.07178
*
```



Entry from OMol25: C5H10O in the gas phase (the ωB97M-V functional and the def2-TZVPD basis).

The frontier orbital gap comes out at 10.491 eV. The molecular weight is 86.1 u. The HOMO energy comes out at -9.54 eV. For the energy relative to the best compared isomer or geometry (same formula, charge and spin), the calculation gives 4.1 kJ/mol. The value obtained for the LUMO energy is 0.95 eV. The total energy comes out at -7394.7229 eV.

The geometry in ORCA input format:
```
! RIJCOSX wB97M-V def2-TZVPD def2/J DEFGRID3
* xyz 0 1
C -1.17556 0.14287 -0.97729
C -0.41654 -0.34707 0.26434
C -1.10681 0.09005 1.55282
C 1.04603 0.09060 0.30531
O 1.51607 0.58320 1.31021
C 1.94734 -0.11582 -0.89182
H -0.72506 -0.20310 -1.91639
H -1.22308 1.23966 -0.99970
H -2.20762 -0.23171 -0.94445
H -0.38791 -1.44753 0.21736
H -1.12246 1.18416 1.61335
H -0.56250 -0.27184 2.42821
H -2.13654 -0.27964 1.59110
H 1.80118 -1.08170 -1.38627
H 1.78268 0.66636 -1.64158
H 2.97079 -0.01850 -0.52521
*
```



Entry from OMol25: a gas-phase ion, C5H10NS (charge +1) (the ωB97M-V functional and the def2-TZVPD basis).

The frontier orbital gap comes out at 7.604 eV. The molecular weight is 116.2 u. The HOMO energy comes out at -12.44 eV. For the energy relative to the best compared isomer or geometry (same formula, charge and spin), the calculation gives 365.6 kJ/mol. The value obtained for the LUMO energy is -4.83 eV. The total energy comes out at -17662.5329 eV.

The geometry in ORCA input format:
```
! RIJCOSX wB97M-V def2-TZVPD def2/J DEFGRID3
* xyz 1 1
C 0.07142 -1.28984 -0.01222
C 0.58333 0.08032 0.67500
C 1.15046 1.65414 -1.53495
C -1.41950 -1.47284 0.11296
C 0.81988 1.10264 -0.24958
N 0.64304 2.35579 -0.29509
S -1.76218 -2.11155 1.78967
H 0.30233 -1.24746 -1.05917
H 0.63534 -2.09296 0.39415
H -0.11208 0.28861 1.45859
H 1.48583 -0.13036 1.09358
H 2.15865 1.84389 -1.80208
H 0.42818 1.67207 -2.27056
H -1.93481 -0.56597 -0.20058
H -1.84605 -2.30738 -0.47483
H -1.42707 -0.94178 2.21340
H 0.22326 3.16267 0.16171
*
```



Entry from OMol25: 2 unconnected molecules or ions with the total composition C5H8S2 (the ωB97M-V functional and the def2-TZVPD basis).

As for the expectation value of S²: 2.037. The frontier orbital gap (alpha / beta) comes out at 7.005 / 7.318 eV. The molecular weight is 132.3 u. The HOMO energy (alpha / beta) comes out at -6.73 / -9.34 eV. For the energy relative to the best compared isomer or geometry (same formula, charge and spin), the calculation gives 127.0 kJ/mol. The value obtained for the LUMO energy (alpha / beta) is 0.28 / -2.02 eV. The total energy comes out at -26980.2578 eV.

The geometry in ORCA input format:
```
! RIJCOSX wB97M-V def2-TZVPD def2/J DEFGRID3
* xyz 0 3
C -0.73431 0.96200 2.02212
C -0.33800 -0.83290 0.07359
C 0.86674 -1.41274 -0.17958
C -0.53585 0.00123 1.16948
C 1.15720 -2.03778 -1.45950
S -0.63264 3.59117 0.26711
S -0.39443 2.32192 -1.33227
H -0.45391 1.98017 1.60392
H -1.04997 0.76183 3.07839
H -1.25378 -1.03337 -0.57168
H 1.79697 -1.41418 0.40314
H 0.14538 -2.32106 -1.84186
H 1.45722 -1.33512 -2.12379
H 1.97808 -2.87434 -1.32566
H -2.00869 3.64317 0.21661
*
```



- The lowest molecular weight belongs to which entry?
  C5H10O



- Which of these has the highest energy relative to the best compared isomer or geometry (same formula, charge and spin)?
  C5H10NS